{"formula": "C58H33CaCl4N6O4", "method": "ωB97M-V with the def2-TZVPD basis set", "total_charge": -1, "e_tot_ev": -146343.299, "gap_ev": 5.5, "e_above_lowest_kcal_mol": 2.4, "lumo_energy_ev": 1.28, "largest_force_ev_per_a": 1.34, "elements": ["Ca", "Cl", "C", "C", "C", "C", "C", "C", "C", "C", "C", "C", "C", "C", "C", "C", "C", "C", "Cl", "C", "C", "C", "N", "C", "C", "C", "C", "C", "C", "Cl", "C", "C", "C", "C", "C", "C", "N", "C", "C", "C", "C", "C", "N", "C", "C", "C", "C", "Cl", "C", "C", "C", "C", "N", "H", "H", "H", "H", "H", "H", "H", "H", "H", "H", "H", "H", "H", "H", "H", "H", "H", "H", "H", "H", "H", "H", "H", "H", "O", "C", "O", "C", "C", "C", "C", "C", "N", "C", "O", "O", "H", "H", "H", "H", "H", "N", "C", "C", "C", "C", "C", "C", "C", "H", "H", "H", "H"], "coordinates": [[0.436, 0.018, -0.126], [7.261, -4.771, 4.661], [5.953, -3.949, 3.838], [5.718, -2.612, 4.098], [4.682, -1.969, 3.433], [3.858, -2.638, 2.524], [4.132, -3.986, 2.287], [5.170, -4.644, 2.931], [2.747, -1.927, 1.833], [1.811, -1.262, 2.617], [1.724, -1.348, 4.108], [0.653, -0.655, 4.487], [-0.006, -0.133, 3.256], [-1.250, 0.443, 3.268], [-1.961, 0.624, 4.572], [-1.984, 1.856, 5.221], [-2.658, 2.034, 6.423], [-3.322, 0.959, 6.983], [-4.175, 1.169, 8.494], [-3.318, -0.283, 6.371], [-2.638, -0.438, 5.171], [-2.027, 0.724, 2.017], [-1.839, 1.011, -0.058], [-3.085, 0.424, -0.460], [-3.116, -0.208, -1.653], [-4.413, -0.815, -2.086], [-4.688, -2.153, -1.821], [-5.886, -2.725, -2.218], [-6.808, -1.948, -2.901], [-8.319, -2.666, -3.413], [-6.556, -0.619, -3.185], [-5.354, -0.057, -2.770], [-1.960, -0.541, -2.516], [-2.027, -0.972, -3.856], [-0.741, -1.366, -4.205], [0.061, -1.189, -3.052], [-0.699, -0.675, -2.043], [1.449, -1.625, -2.909], [2.196, -1.845, -1.773], [3.607, -2.178, -1.721], [3.953, -2.270, -0.417], [2.754, -1.984, 0.370], [1.736, -1.753, -0.446], [2.118, -1.879, -4.221], [2.271, -0.833, -5.128], [2.894, -1.034, -6.350], [3.353, -2.302, -6.667], [4.135, -2.569, -8.209], [3.202, -3.362, -5.792], [2.585, -3.142, -4.567], [-3.997, 0.200, 0.690], [-3.493, 0.322, 1.923], [0.799, -0.482, 2.177], [6.346, -2.076, 4.797], [4.517, -0.913, 3.609], [3.509, -4.532, 1.589], [5.367, -5.691, 2.742], [2.390, -1.906, 4.747], [0.283, -0.521, 5.492], [-1.444, 2.689, 4.788], [-2.665, 2.993, 6.921], [-3.837, -1.114, 6.830], [-2.624, -1.406, 4.684], [-3.950, -2.750, -1.298], [-6.104, -3.764, -2.009], [-7.290, -0.032, -3.721], [-5.144, 0.984, -2.982], [-2.910, -0.997, -4.476], [-0.416, -1.761, -5.156], [4.256, -2.291, -2.575], [4.931, -2.484, -0.013], [1.898, 0.150, -4.867], [3.022, -0.220, -7.050], [3.559, -4.345, -6.067], [2.454, -3.961, -3.871], [-5.015, -0.125, 0.519], [-4.082, 0.164, 2.816], [3.859, 1.850, 0.459], [2.566, 1.851, 0.057], [2.217, 1.039, -0.834], [1.691, 2.778, 0.627], [1.969, 3.684, 1.673], [0.939, 4.238, 2.376], [-0.365, 3.641, 2.195], [-0.643, 2.844, 1.149], [0.343, 2.780, 0.100], [-1.914, 2.015, 1.110], [-3.034, 2.836, 1.146], [-1.374, 0.017, 0.941], [4.255, 1.103, -0.012], [3.002, 3.876, 1.945], [1.118, 4.929, 3.187], [-1.104, 3.728, 2.985], [-2.711, 3.731, 0.979], [-0.799, 5.693, -5.947], [-0.610, 5.199, -4.926], [-0.372, 4.596, -3.629], [-1.435, 4.180, -2.836], [-1.206, 3.604, -1.600], [0.098, 3.422, -1.125], [1.163, 3.840, -1.931], [0.927, 4.421, -3.160], [-2.450, 4.302, -3.190], [-2.059, 3.274, -1.028], [2.176, 3.713, -1.582], [1.762, 4.748, -3.767]], "mulliken_charge": [2.96, -0.24, 0.41, -0.95, -0.26, -0.21, -0.11, -0.96, 1.32, 0.03, -1.71, -1.85, 0.11, 0.52, -0.79, 0.06, -1.07, 0.40, -0.24, -0.92, 0.16, 2.24, 1.14, -0.17, 1.24, -1.01, 0.45, -0.98, 0.39, -0.24, -0.94, 0.02, 0.16, -1.35, -1.42, -0.65, -0.31, 1.86, 0.48, -1.34, -1.24, -0.06, -0.72, -0.58, -0.08, -0.99, 0.40, -0.24, -0.98, 0.09, -1.47, -1.81, 0.78, 0.41, 0.56, 0.46, 0.40, 0.48, 0.50, 0.37, 0.43, 0.41, 0.51, 0.52, 0.41, 0.41, 0.50, 0.59, 0.51, 0.54, 0.55, 0.58, 0.41, 0.40, 0.48, 0.51, 0.50, -0.70, 0.30, -0.50, 0.13, -0.97, -1.86, 0.06, -0.59, 1.25, -0.35, -0.56, -0.96, 0.40, 0.56, 0.37, 0.62, 0.88, -0.61, 0.00, 0.50, -1.56, 0.30, 1.64, -0.56, -1.17, 0.46, 0.21, 0.48, 0.45]}